[1]
{
  "formula": "C4H12NO",
  "method": "ωB97M-V with the def2-TZVPD basis set",
  "symbols": ["C", "N", "C", "C", "C", "H", "H", "H", "H", "H", "H", "H", "H", "H", "H", "H", "H", "O"],
  "xyz": [[-0.428520, 1.115155, -0.171156], [0.456071, 0.000567, -0.673383], [-0.354376, -1.298583, -0.607410], [-1.505032, -0.945797, 0.363849], [-1.784360, 0.498332, 0.120088], [-0.425098, 2.004187, -0.788560], [0.057575, 1.412998, 0.764080], [0.690095, 0.190463, -1.639289], [1.328955, -0.116610, -0.122558], [-0.667555, -1.550526, -1.614246], [0.237970, -2.107933, -0.190469], [-1.201347, -1.164715, 1.389349], [-2.331786, -1.649493, 0.246733], [-2.482735, 0.700356, -0.691995], [-2.173223, 1.002292, 1.002348], [3.366187, 1.188341, 0.664646], [3.028721, 0.044201, 1.603964], [2.730082, 0.492368, 0.805780]],
  "forces_ev_per_a": [[0.741, 0.174, 1.551], [-0.533, -0.888, -0.547], [-0.378, 0.301, 0.808], [0.303, -1.528, -0.195], [-0.396, 1.109, 0.019], [0.059, -0.221, -0.528], [-0.201, 0.048, -0.076], [0.399, -0.115, -0.164], [-0.177, 0.687, -0.246], [-0.170, 0.033, -0.027], [0.325, 0.094, -0.264], [0.346, 0.408, 0.035], [-0.158, 0.348, -0.413], [0.006, -0.281, -0.074], [-0.239, -0.077, -0.001], [0.341, 0.426, -0.192], [0.024, -0.056, 0.052], [-0.292, -0.463, 0.264]],
  "charge": 1,
  "gap_ev": 12.9,
  "multiplicity": 1
}



[2]
{
  "formula": "C4H6OS2",
  "method": "ωB97M-V with the def2-TZVPD basis set",
  "symbols": ["S", "C", "C", "O", "C", "S", "C", "H", "H", "H", "H", "H", "H"],
  "xyz": [[-1.015477, -2.449404, -1.508759], [-0.679284, -1.411101, -0.084196], [0.301296, -0.385820, -0.023800], [1.215898, 0.318390, 0.752512], [0.999723, 1.635929, 0.530734], [-0.843871, 1.782852, -0.125815], [-0.995693, 0.066075, 0.390314], [-0.351117, -1.635848, -2.372625], [-1.037591, -2.054226, 0.792035], [0.585128, -0.203761, -1.019626], [1.760059, 2.069337, -0.116794], [1.132428, 2.280459, 1.342841], [-1.071499, -0.012883, 1.443180]],
  "forces_ev_per_a": [[0.549, 1.097, -0.176], [-2.272, -3.087, 2.307], [2.011, 0.605, 0.194], [2.098, -2.163, 2.123], [-0.640, 1.405, -1.928], [0.270, -0.274, 0.269], [-1.549, 1.238, -1.960], [-0.323, -0.408, 0.079], [0.886, 1.068, -1.082], [-0.045, 0.544, -1.602], [-0.334, -0.214, -1.239], [-0.357, 0.267, 2.165], [-0.294, -0.078, 0.853]],
  "charge": 0,
  "smiles": "S[C@H]1[C@@H]2OCS[C@@H]12",
  "gap_ev": 9.5,
  "multiplicity": 1
}



Relative energy (zero: lowest compared OMol25 entry of this formula, charge and spin), respectively: 2.1; 108.0 kcal per mole.
LUMO energy, respectively: -3.07; 0.76 eV.
HOMO energy, respectively: -16.0; -8.7 eV.